Computed, not measured: a 5-piece molecular cluster, C17H35O13 overall, with ωB97M-V with the def2-TZVPD basis set.

```
65
Properties=species:S:1:pos:R:3:forces:R:3:nbo_charge:R:1
C -0.2306 -0.7159 1.8107 2.53 -0.45 0.12 -0.22
O 0.7865 -0.6371 0.8907 -1.25 0.19 0.14 -0.97
H 0.2455 -0.9702 2.7925 -0.29 0.26 0.70 0.07
H -0.7762 0.2332 1.9914 -0.58 0.03 -0.09 0.08
H -0.9146 -1.5931 1.7475 -0.65 0.16 -0.57 0.08
C 3.8852 0.3488 4.6661 -0.29 -0.56 0.11 -0.62
C 3.4556 0.5663 3.2378 -1.39 0.16 -0.12 -0.08
O 4.5360 1.2372 2.5779 1.33 -0.15 0.45 -0.54
C 4.8970 0.9942 1.3125 -3.13 -0.63 -0.50 0.97
O 4.1043 0.7020 0.4514 0.89 -0.09 -0.05 -0.60
O 6.1780 1.1656 1.1728 2.51 0.73 0.58 -0.51
C 6.7788 0.9750 -0.1227 -1.51 -0.18 0.40 -0.25
H 3.1507 -0.2718 5.1863 -0.21 0.14 -0.12 0.21
H 4.0300 1.2413 5.2725 0.35 0.06 -0.21 0.20
H 4.7639 -0.2965 4.5914 0.31 0.40 0.39 0.21
H 2.5582 1.1652 3.0669 0.04 0.19 0.43 0.20
H 3.1126 -0.4078 2.8765 0.77 0.07 -0.94 0.23
H 7.7808 1.3864 -0.1311 0.01 0.05 0.34 0.19
H 6.1287 1.4885 -0.8287 0.21 -0.22 -0.38 0.21
H 6.7686 -0.1016 -0.2731 0.20 0.03 -0.53 0.19
C 0.4819 3.3104 0.9220 0.90 0.01 0.11 -0.63
C 1.7443 2.7137 0.3040 -0.12 -1.71 1.21 -0.11
O 2.0596 3.2208 -0.9754 0.10 1.48 -0.48 -0.52
C 2.2588 2.3593 -1.9636 -0.79 -1.06 0.48 0.97
O 2.1971 1.1772 -1.8766 0.37 -0.73 -0.35 -0.58
O 2.4460 3.0361 -3.0866 0.79 1.97 -0.70 -0.53
C 2.4613 2.3784 -4.3466 -0.98 -0.04 0.81 -0.24
H 0.7204 4.2606 1.4050 -0.38 0.31 -0.35 0.18
H 0.1792 2.6438 1.7305 -0.11 -0.16 -0.14 0.23
H -0.3175 3.3720 0.1871 -0.07 0.18 0.07 0.21
H 1.6262 1.6213 0.2793 -0.09 0.04 -0.33 0.29
H 2.6170 2.8533 0.9498 -0.09 0.35 -0.04 0.16
H 2.5316 3.1567 -5.1020 0.31 0.08 0.09 0.18
H 1.4615 1.9473 -4.4312 0.30 -0.62 -0.37 0.19
H 3.2701 1.6564 -4.4131 -0.11 -0.18 -0.07 0.19
C -2.5280 0.2077 -1.2708 0.42 0.13 -1.16 -0.63
C -2.1932 -1.2241 -1.7407 -0.88 1.18 1.19 -0.08
O -1.8282 -1.2233 -3.1227 -0.11 -0.43 -0.25 -0.52
C -0.5510 -1.0691 -3.4665 0.65 0.69 0.99 0.97
O 0.3485 -0.6852 -2.7767 -0.21 -0.29 -0.13 -0.58
O -0.4535 -1.3737 -4.7544 -0.94 -0.68 -1.66 -0.52
C 0.7940 -1.3003 -5.3967 1.08 0.32 0.28 -0.25
H -1.6092 0.7937 -1.2314 0.00 0.00 0.17 0.24
H -3.0606 0.3145 -0.3292 0.17 -0.44 0.14 0.21
H -3.1729 0.6335 -2.0470 -0.01 0.15 0.07 0.19
H -3.1415 -1.7611 -1.7327 0.26 -0.46 0.08 0.17
H -1.4556 -1.6466 -1.0581 0.25 -0.23 -0.41 0.24
H 0.7868 -1.7049 -6.4078 -0.81 -0.25 0.11 0.18
H 1.5396 -1.8662 -4.8397 0.11 0.19 0.15 0.20
H 1.1215 -0.2667 -5.5134 0.07 0.07 0.34 0.18
C -4.0827 -0.3499 3.1794 -1.61 -0.58 -0.29 -0.62
C -4.2127 -1.4062 2.0622 2.17 1.23 0.21 -0.08
O -5.5476 -1.7982 1.8064 -0.48 0.32 0.64 -0.50
C -5.7401 -2.9549 1.1997 0.29 -0.22 -0.19 0.99
O -4.9114 -3.7652 0.9028 0.42 -0.37 -0.22 -0.64
O -7.0365 -3.0714 0.9606 -1.22 0.79 0.21 -0.51
C -7.5117 -4.0807 0.0992 0.52 -1.30 0.47 -0.25
H -3.0594 -0.2594 3.5295 0.06 -0.09 -0.13 0.24
H -4.7530 -0.6779 3.9800 0.32 0.06 0.31 0.20
H -4.4687 0.6218 2.8693 0.19 0.04 -0.13 0.20
H -3.5261 -2.2083 2.3315 -0.53 -0.48 -0.21 0.21
H -3.8063 -0.9517 1.1576 -0.05 -0.29 -0.15 0.19
H -6.8849 -4.1595 -0.7877 -0.34 0.26 -0.25 0.20
H -8.5738 -3.9185 -0.0531 0.14 0.47 -0.40 0.19
H -7.4580 -5.0653 0.5787 0.22 0.10 0.13 0.18
```
Forces are in eV/Å.

**Energy relative to the best compared isomer or geometry (same formula, charge and spin)**: 36.1 kcal per mole
**Total energy**: -44812.434 eV
**Net charge**: -1
**HOMO energy**: -2.2 eV
**Spin multiplicity**: 1
**F_max**: 3.2 eV Å⁻¹
**Frontier orbital gap**: 4.781 eV

=====

Computed, not measured: C17H36BN3NbO3Rb as an isolated structure, with ωB97M-V with the def2-TZVPD basis set.

```
62
Properties=species:S:1:pos:R:3:forces:R:3:nbo_charge:R:1
N 1.0519 -1.2731 -2.0205 0.98 5.05 -5.42 -0.88
C 1.2414 -0.4866 -3.1196 -4.44 -6.21 -3.90 0.80
O 1.0249 -0.6924 -4.3984 2.09 3.31 8.06 -0.47
Rb 2.0949 -2.9322 -3.5955 1.21 -2.85 -1.25 0.99
Nb 0.7714 -0.9264 -0.1947 -0.12 -1.57 5.33 1.76
N 2.4426 -0.4338 0.8046 -1.77 -0.05 -1.52 -0.62
N -0.2096 -2.5880 0.8346 1.00 2.80 -0.43 -0.50
C 3.5994 0.1317 0.0687 1.14 0.51 -0.60 0.09
C -1.6264 -2.9927 0.5609 0.71 -0.62 1.76 0.09
C 4.1421 -0.8768 -0.9552 0.31 -0.60 -0.16 -0.62
C 4.7780 0.5299 0.9786 0.25 -0.04 0.57 -0.63
C 3.1708 1.4107 -0.6752 -0.16 0.33 0.09 -0.61
C -1.7667 -4.4493 1.0342 -0.64 -0.12 -0.46 -0.64
C -2.6083 -2.1361 1.3799 -0.07 0.63 0.34 -0.62
C -1.9094 -2.8908 -0.8923 -0.52 0.02 -0.43 -0.63
H 4.4320 -1.8302 -0.4532 0.01 0.70 -0.34 0.23
H 5.0133 -0.4353 -1.4872 -0.50 -0.42 0.42 0.25
H 3.3869 -1.1327 -1.7205 0.40 0.24 0.37 0.16
H 4.5120 1.3399 1.6773 0.08 -0.36 -0.25 0.23
H 5.6343 0.9053 0.4002 -0.48 -0.11 -0.15 0.25
H 5.1796 -0.3225 1.5452 -0.27 0.20 -0.03 0.23
H 2.3780 1.1883 -1.4211 0.32 0.22 0.20 0.18
H 4.0534 1.8468 -1.2013 -0.79 -0.25 0.34 0.25
H 2.7568 2.1513 0.0455 0.31 -0.40 -0.54 0.24
H -1.0336 -5.1039 0.6025 0.56 -0.28 -0.25 0.22
H -2.7151 -4.8462 0.7285 -0.67 -0.03 -0.49 0.24
H -1.8027 -4.6108 2.0969 0.28 0.34 0.51 0.23
H -2.4650 -2.2803 2.4778 -0.18 0.02 -0.85 0.23
H -3.6613 -2.3893 1.1040 0.86 0.13 0.28 0.25
H -2.4227 -1.0651 1.1602 -0.29 -0.47 0.12 0.23
H -1.9675 -1.8713 -1.2874 0.15 0.08 0.06 0.22
H -2.8858 -3.3320 -1.0014 -0.54 0.06 -0.43 0.26
H -1.2525 -3.5140 -1.4746 0.50 -0.13 -0.32 0.21
C 0.3781 -3.0974 2.1158 0.21 0.20 -1.58 -0.45
H 1.4394 -2.9454 2.0507 0.58 -0.28 -0.01 0.21
H 0.0913 -2.6518 3.0460 -0.87 0.70 0.34 0.23
H 0.1293 -4.1419 2.1681 0.38 -0.38 0.15 0.24
C 2.5168 -0.4556 2.2557 -0.01 -0.39 0.52 -0.43
H 2.9326 0.4590 2.6597 -0.05 0.22 -0.07 0.24
H 1.5248 -0.5550 2.6786 -0.30 -0.11 0.15 0.22
H 3.1381 -1.2859 2.6351 -0.20 0.20 -0.28 0.22
C -2.4236 3.0945 -2.3683 -0.30 0.20 -0.31 -0.63
C -1.5804 2.7495 -1.1323 -0.11 2.31 -1.02 0.23
C -0.5866 3.9235 -0.9801 0.30 0.06 0.10 -0.64
O -0.8337 1.5584 -1.3995 0.68 -1.49 0.49 -0.73
B -0.7686 0.8629 -0.2045 0.02 0.74 0.10 0.69
O -1.5256 1.4165 0.7902 0.54 -1.15 -0.48 -0.71
C -2.3424 2.4256 0.1551 -2.13 1.06 0.83 0.23
C -2.5191 3.5719 1.1701 0.04 0.30 0.08 -0.63
C -3.7725 1.8771 -0.1045 -0.19 -0.41 -0.06 -0.65
H -1.7478 3.2484 -3.2517 -0.65 -0.34 0.80 0.23
H -2.9677 4.0559 -2.2262 0.40 -0.62 0.07 0.24
H -3.1896 2.3293 -2.5723 0.48 0.24 -0.16 0.22
H 0.0512 3.9859 -1.8884 -0.37 -0.11 0.59 0.23
H -1.1308 4.8906 -0.8947 0.37 -0.71 0.05 0.24
H 0.0586 3.7940 -0.0892 -0.23 0.12 -0.45 0.21
H -3.1670 4.3743 0.7448 0.57 -0.53 0.22 0.23
H -3.0449 3.1971 2.0866 0.61 0.22 -0.82 0.24
H -1.5346 3.9987 1.4458 -0.68 -0.16 0.02 0.22
H -3.7605 1.0440 -0.8364 -0.05 0.29 0.45 0.21
H -4.2307 1.5328 0.8470 0.45 0.06 -0.55 0.23
H -4.4712 2.6508 -0.5024 0.79 -0.40 0.22 0.24
```
Forces are in eV/Å.

**Total energy**: -31692.658 eV
**Net charge**: +2
**HOMO energy (alpha / beta)**: -14.6 / -15.1 eV
**Spin multiplicity**: 1
**F_max**: 9.0 eV Å⁻¹
**Frontier orbital gap (alpha / beta)**: 5.275 / 6.312 eV

=====

Computed, not measured: a 3-piece molecular cluster, C17H36F3N6O4S overall, with ωB97M-V with the def2-TZVPD basis set.

```
67
Properties=species:S:1:pos:R:3:forces:R:3:nbo_charge:R:1
C 0.9433 6.1772 1.6568 -1.84 -2.44 -2.06 -0.29
C 0.1022 5.3315 0.7193 1.73 3.30 2.43 -0.14
N 0.7479 4.0712 0.1969 -0.07 4.24 -1.49 -0.22
C 1.6279 4.1861 -1.0359 -1.49 -7.08 4.68 0.30
N 2.1119 2.7667 -1.2221 -3.21 2.40 3.58 -0.45
C 1.4848 1.9266 -0.1084 0.01 2.37 -1.02 0.62
N 1.7232 0.5653 0.0526 0.24 2.94 -0.72 -0.72
S 2.8537 -0.1477 -1.1256 0.55 0.47 0.85 0.27
N 0.5983 2.8213 0.7587 2.22 -4.02 -2.30 -0.30
C -0.1347 2.2550 1.9329 -1.16 -1.50 2.49 1.11
F -0.9212 1.0198 1.5588 2.94 4.40 0.98 -0.31
F 0.9103 1.7495 2.8992 -3.70 1.83 -3.19 -0.31
F -1.0813 3.1404 2.6316 4.07 -2.91 -2.98 -0.28
H 1.3325 5.6072 2.6170 0.44 1.25 -2.61 0.24
H 1.1840 7.3240 1.4381 -1.60 -2.47 1.20 0.26
H -0.9983 5.6893 0.4535 2.83 -0.99 -0.44 0.27
H 1.8464 5.1797 -1.6135 -0.56 -2.22 1.36 0.32
H 1.2870 -0.0265 0.7978 0.57 1.02 -0.88 0.47
H 4.0899 0.4864 -0.7771 -1.75 -0.61 -0.03 0.16
C -3.1617 2.3342 4.6122 -0.45 0.01 0.33 -0.24
O -4.3819 1.6354 4.8088 0.49 0.03 -0.52 -0.55
C -4.5728 0.5559 3.8846 -0.51 -0.47 0.55 -0.07
C -4.4392 -0.8006 4.5993 0.43 0.57 -0.17 -0.24
N -3.0518 -1.0652 4.9910 -0.19 0.03 -0.01 -0.63
C -2.9011 -2.1980 5.9099 0.12 0.23 0.28 -0.25
C -3.5911 -2.0985 7.2893 0.41 -0.15 -0.05 -0.09
O -3.0292 -1.1062 8.1502 -0.44 -0.14 -0.36 -0.54
C -3.5134 0.2107 7.9283 0.28 -0.11 0.32 -0.24
H -3.1915 3.2465 5.2157 -0.09 -0.16 -0.05 0.20
H -2.3111 1.7363 4.9506 0.19 0.01 -0.14 0.16
H -3.0267 2.6162 3.5648 -0.11 -0.10 0.08 0.16
H -3.9036 0.6251 3.0201 0.14 0.03 0.17 0.17
H -5.5996 0.6455 3.5130 0.10 -0.02 0.02 0.19
H -4.7829 -1.5961 3.9296 0.04 0.03 0.04 0.20
H -5.0994 -0.7774 5.4709 -0.23 0.03 -0.08 0.18
H -2.6675 -0.2394 5.4409 -0.15 -0.18 -0.08 0.35
H -1.8242 -2.3162 6.0841 -0.18 -0.05 0.06 0.20
H -3.2384 -3.1117 5.4069 -0.08 0.09 0.04 0.19
H -3.4328 -3.0534 7.7979 0.06 0.06 0.00 0.20
H -4.6783 -1.9787 7.2131 0.06 0.18 -0.06 0.17
H -4.5575 0.2239 7.6031 0.08 -0.02 -0.09 0.18
H -2.8778 0.7226 7.2041 -0.16 0.19 -0.15 0.15
H -3.4395 0.7637 8.8683 -0.01 -0.15 -0.03 0.19
C 0.0046 -2.1728 -6.3743 0.07 -0.43 0.06 -0.24
O 0.9210 -3.0214 -7.0496 -0.17 0.59 -0.12 -0.55
C 1.6495 -2.3560 -8.0900 0.64 -0.48 0.03 -0.07
C 3.1240 -2.1735 -7.6887 -0.66 0.24 0.18 -0.24
N 3.2697 -1.1786 -6.6224 0.12 -0.19 -0.01 -0.63
C 4.6012 -1.1582 -6.0084 -0.24 -0.17 0.26 -0.25
C 5.0797 -2.4416 -5.2921 0.13 0.44 0.07 -0.09
O 4.3497 -2.7503 -4.1032 0.08 -0.07 -0.41 -0.56
C 3.1330 -3.4501 -4.3224 0.08 0.07 0.37 -0.25
H -0.6383 -2.7978 -5.7469 0.14 0.00 -0.15 0.19
H 0.5311 -1.4719 -5.7210 -0.09 0.22 -0.01 0.15
H -0.6265 -1.6247 -7.0788 0.03 0.06 0.03 0.18
H 1.1882 -1.4051 -8.3783 0.03 -0.02 0.23 0.18
H 1.6134 -3.0166 -8.9633 0.01 0.08 0.07 0.19
H 3.6984 -1.8511 -8.5637 -0.03 0.01 0.07 0.20
H 3.5004 -3.1506 -7.3729 -0.01 -0.16 -0.18 0.17
H 2.5877 -1.3667 -5.8932 0.12 0.01 -0.22 0.35
H 4.5903 -0.3482 -5.2683 0.10 -0.12 -0.05 0.19
H 5.3394 -0.8771 -6.7685 -0.06 -0.12 0.01 0.20
H 6.1088 -2.2645 -4.9681 -0.05 0.01 0.05 0.19
H 5.1232 -3.3100 -5.9599 -0.21 0.04 0.04 0.17
H 3.1862 -4.1233 -5.1826 -0.03 0.14 -0.01 0.18
H 2.3125 -2.7404 -4.4386 -0.19 -0.13 -0.21 0.15
H 2.9182 -4.0468 -3.4321 0.14 0.03 -0.05 0.19
```
Forces are in eV/Å.

**Total energy**: -54311.484 eV
**Net charge**: +1
**HOMO energy**: -10.3 eV
**Spin multiplicity**: 1
**F_max**: 8.6 eV Å⁻¹
**Frontier orbital gap**: 5.442 eV